(1)
{
  "formula": "C42H102F6N9O10P",
  "method": "ωB97M-V/def2-TZVPD",
  "fmax_ev_per_a": 6.02,
  "s2": 0.754,
  "multiplicity": 2,
  "lumo_ev": [-13.64, -19.37],
  "charge": 7,
  "homo_ev": [-21.563, -21.563],
  "species": ["P", "N", "C", "H", "H", "H", "O", "C", "H", "C", "H", "H", "H", "C", "H", "O", "C", "N", "N", "H", "H", "H", "H", "H", "C", "H", "H", "C", "C", "C", "F", "H", "O", "N", "H", "C", "H", "H", "C", "C", "H", "F", "H", "C", "F", "H", "C", "H", "H", "H", "F", "H", "H", "C", "H", "C", "H", "H", "H", "H", "H", "H", "H", "H", "H", "C", "O", "H", "H", "H", "H", "C", "H", "H", "N", "H", "C", "H", "H", "O", "O", "C", "C", "H", "H", "H", "H", "C", "N", "H", "H", "O", "N", "C", "H", "H", "H", "C", "H", "H", "C", "F", "C", "H", "H", "H", "H", "H", "H", "O", "H", "C", "H", "H", "C", "H", "C", "C", "H", "C", "H", "H", "H", "H", "H", "H", "C", "H", "H", "H", "O", "C", "C", "H", "H", "C", "H", "C", "C", "N", "H", "C", "H", "H", "H", "H", "C", "H", "H", "H", "H", "H", "H", "N", "H", "H", "H", "O", "H", "C", "F", "C", "H", "H", "H", "H", "H", "H", "C", "H"],
  "coordinates": [[-0.246, 0.139, 0.668], [5.422, -3.000, 1.829], [3.434, 3.130, 5.809], [-3.184, -3.735, 3.436], [2.859, 2.416, 6.398], [0.639, 4.475, 2.915], [-0.799, 2.502, -4.395], [3.236, -1.893, -4.490], [2.708, 4.702, 7.009], [2.709, 3.249, 4.429], [-2.060, 2.075, 6.875], [6.452, -0.492, 1.584], [5.995, -2.907, 2.656], [1.258, -2.580, -3.605], [5.564, 1.648, 1.044], [5.641, 4.491, 4.511], [4.372, 5.630, 6.020], [-0.067, 2.179, -7.197], [3.609, 4.412, 6.658], [-7.327, -6.463, 0.711], [3.847, -3.074, 3.058], [0.215, -5.500, 0.496], [-4.748, -3.180, -2.848], [1.334, -4.292, -5.704], [5.833, 5.385, 5.568], [-6.978, -4.697, 1.267], [-0.369, -3.533, 2.121], [0.302, 3.585, -6.773], [-1.048, 2.468, -2.972], [4.010, -2.499, 2.146], [-0.314, 1.847, 0.523], [-0.417, 3.596, 4.049], [1.414, 3.746, 4.751], [-4.440, 2.667, -0.578], [3.246, -4.264, -1.295], [5.420, 1.216, 0.054], [1.704, 5.116, -7.454], [-1.213, -2.989, 4.908], [6.944, 3.956, 4.210], [3.522, 0.320, -3.165], [7.225, -0.774, 0.021], [-1.680, 0.301, 1.344], [-3.687, -5.518, -2.284], [-5.348, -5.676, -0.793], [-0.185, -1.437, 0.841], [-4.748, -5.416, 0.079], [2.596, -4.490, -0.449], [4.151, -0.005, -2.337], [7.170, 3.098, 4.843], [4.192, 4.142, 7.437], [-0.974, 0.047, -0.784], [2.056, -2.453, 1.349], [1.674, -3.975, -0.720], [-6.850, 2.057, -1.367], [6.196, 6.365, 5.256], [-2.858, 3.381, 0.824], [2.402, -5.558, -0.345], [-5.296, -5.373, -2.946], [-0.752, -6.472, 1.575], [6.363, 1.659, -0.265], [6.494, 5.021, 6.355], [2.457, 4.929, -10.050], [-2.057, 2.742, -2.664], [-1.363, -6.151, -0.010], [-2.565, 1.349, -4.713], [1.749, -1.425, -2.846], [-6.715, -5.080, -0.684], [2.613, 2.326, 3.857], [4.073, -1.672, -5.135], [-1.762, 0.842, -7.144], [-0.618, 4.170, -6.798], [-1.244, -1.068, 4.165], [-2.290, 2.384, -6.942], [-3.914, 1.103, 3.099], [2.930, -0.997, -3.503], [-5.470, -6.752, -0.913], [-1.407, -0.472, 5.569], [-0.177, 2.942, -2.519], [0.380, -3.209, -3.627], [5.176, -0.177, -0.093], [-5.157, -1.688, -0.215], [-3.638, 2.150, 2.971], [-0.810, -5.696, 0.811], [-1.999, 3.725, 1.381], [2.681, -4.844, -4.637], [0.842, 4.981, -10.938], [3.252, -2.084, 0.168], [1.374, 5.038, -9.989], [2.328, -2.962, -4.421], [-2.683, 2.361, 3.454], [6.815, 3.485, 3.236], [0.629, 4.254, -8.962], [-1.848, -2.480, 4.309], [-7.334, -5.392, 0.507], [4.229, 6.380, 6.797], [-3.168, 4.294, -1.188], [-1.398, -1.094, 6.464], [3.035, -2.769, 0.988], [0.756, 3.651, -5.784], [-0.178, -1.207, 3.982], [-2.322, -3.207, 3.028], [0.566, 0.464, 2.096], [0.567, 3.616, 3.581], [-3.474, -1.036, -1.333], [-0.966, 1.414, -2.705], [-1.297, 0.484, -4.833], [-2.848, -3.844, -0.805], [4.469, 2.824, 5.658], [-2.707, -2.577, 4.832], [3.032, -4.160, 0.789], [-3.278, -1.642, 0.415], [2.609, 1.563, -2.779], [2.162, 1.694, -1.793], [1.165, 6.099, -9.854], [-4.683, -5.125, -2.080], [-4.295, 2.859, 3.475], [-3.402, -3.037, -1.284], [2.335, -4.078, -5.331], [4.012, -1.436, 2.389], [-5.311, 2.495, -1.715], [3.651, 5.799, 5.220], [1.762, 1.747, -3.440], [-3.677, 1.728, 6.861], [3.329, 3.913, 3.826], [-7.425, 2.807, -0.823], [-0.547, 0.156, 5.802], [-1.554, 1.513, -5.086], [-3.029, -2.932, -2.303], [-1.686, -0.440, 3.391], [4.279, 0.560, -3.912], [-1.700, -4.675, 1.288], [-2.720, 1.211, 6.797], [-1.507, 1.728, -6.561], [2.212, 3.504, -7.747], [-8.402, -5.178, 0.484], [-1.211, -4.100, 2.519], [-7.492, 1.899, -2.233], [-3.396, 3.558, -0.431], [6.131, -2.465, 0.615], [-4.649, -3.658, -1.963], [-5.040, -3.290, 1.207], [1.325, 4.138, -7.753], [-0.699, -4.788, 3.192], [-2.630, -2.495, 2.263], [-2.799, 0.563, 7.671], [-4.872, 1.654, -2.252], [6.301, -0.902, 0.586], [-5.015, -1.666, 1.989], [-0.185, 2.279, -8.195], [5.299, -3.999, 1.743], [7.056, -3.041, 0.644], [5.500, -2.582, -0.266], [4.734, 1.828, -0.531], [-3.709, 2.478, 1.575], [-6.796, 1.077, -0.891], [-5.444, 1.360, 0.930], [3.237, 2.453, -2.799], [-2.694, 0.345, 5.630], [-6.474, -2.172, 1.289], [-3.721, -1.776, -0.571], [1.209, 0.108, 0.036], [-5.396, -2.261, 1.159], [1.304, -0.836, -2.058], [0.598, 2.740, 2.933], [-5.207, 3.305, -2.436], [0.653, 1.481, -7.074], [-5.447, -3.516, -1.361], [2.921, -3.841, -6.219], [-4.620, 1.990, 0.630], [7.759, 4.656, 4.026]]
}

***

(2)
{
  "formula": "C5H7N",
  "method": "ωB97M-V/def2-TZVPD",
  "fmax_ev_per_a": 0.67,
  "lumo_ev": 1.00,
  "charge": 0,
  "homo_ev": -7.466,
  "species": ["H", "H", "C", "H", "N", "H", "C", "H", "H", "C", "C", "H", "C"],
  "coordinates": [[-0.665, -1.549, -1.196], [0.008, -0.066, -1.990], [0.858, -0.477, 0.034], [0.755, 1.529, -0.912], [-0.447, 0.666, 1.654], [-2.026, 0.539, -0.019], [0.720, 1.058, 0.081], [1.267, 1.659, 0.800], [1.820, -0.990, 0.010], [-0.294, -0.581, 1.110], [-0.979, 0.260, 0.008], [-0.803, -1.482, 1.458], [-0.213, -0.565, -1.037]]
}

***

(3)
{
  "formula": "C23H22N6NaO3",
  "method": "ωB97M-V/def2-TZVPD",
  "fmax_ev_per_a": 1.92,
  "lumo_ev": 2.28,
  "charge": -1,
  "homo_ev": -4.954,
  "species": ["C", "C", "H", "C", "H", "H", "O", "C", "C", "H", "C", "C", "Na", "N", "C", "C", "N", "C", "C", "N", "N", "C", "O", "H", "C", "H", "H", "H", "H", "H", "H", "C", "C", "H", "N", "N", "H", "C", "C", "H", "O", "H", "C", "H", "H", "C", "H", "C", "H", "C", "H", "C", "H", "H", "C"],
  "coordinates": [[-0.687, -2.967, -1.953], [3.881, -0.253, 0.269], [-0.596, -5.661, 0.756], [3.358, 0.353, 2.541], [5.361, 0.169, 1.744], [2.114, -0.665, -0.970], [-2.532, -1.207, 0.881], [0.370, 3.024, -1.060], [4.301, 0.090, 1.517], [-4.584, 1.282, 0.998], [-0.619, 0.418, -3.505], [-3.747, 0.800, 0.505], [-1.168, -0.594, -0.486], [0.168, 1.830, -1.636], [-0.405, 1.785, -2.845], [-1.247, -4.207, -2.238], [-0.112, -2.700, -0.768], [-0.094, -3.664, 0.165], [-0.759, -1.848, -3.020], [-2.638, 1.726, 0.131], [1.590, -0.133, 0.933], [1.339, 0.854, 4.424], [-3.159, 0.058, 2.670], [0.572, 1.060, 5.165], [-0.001, 4.224, -1.639], [-4.098, 0.305, -0.401], [0.102, 0.327, -4.329], [2.966, 1.221, 5.791], [-2.263, 2.138, 0.979], [-0.450, 0.001, 1.796], [-2.964, 2.485, -0.452], [2.008, 0.238, 2.180], [-0.626, -4.925, -0.039], [0.343, -3.395, 1.125], [-0.328, 0.441, 2.697], [-0.491, -0.648, -2.544], [-1.589, 0.425, -4.019], [2.494, -0.369, 0.009], [-0.801, 2.953, -3.501], [0.821, 3.004, -0.067], [-1.089, -2.191, -4.181], [-1.124, 0.329, 3.306], [-0.603, 4.178, -2.893], [-1.272, 2.880, -4.477], [-1.690, -4.349, -3.215], [0.962, 0.514, 3.144], [-1.673, -6.160, -1.453], [-1.221, -5.193, -1.266], [4.591, -0.448, -0.529], [-3.127, -0.225, 1.448], [0.161, 5.158, -1.117], [2.711, 0.945, 4.774], [-0.922, 5.092, -3.384], [4.755, 0.788, 4.160], [3.711, 0.710, 3.877]]
}

***

(4)
{
  "formula": "C6H10N2",
  "method": "ωB97M-V/def2-TZVPD",
  "fmax_ev_per_a": 5.63,
  "lumo_ev": -0.17,
  "charge": 0,
  "homo_ev": -8.921,
  "species": ["N", "C", "H", "H", "C", "C", "C", "H", "H", "C", "C", "N", "H", "H", "H", "H", "H", "H"],
  "coordinates": [[-0.146, 1.879, -0.132], [0.972, -1.242, -1.457], [0.830, 1.067, 2.255], [-2.348, 0.699, 0.212], [0.623, 0.249, 1.465], [-0.231, -0.592, -0.848], [-1.716, -0.018, 0.698], [-1.880, -0.254, 1.661], [-0.605, 0.230, -1.518], [-0.251, 0.534, 0.324], [1.958, -1.538, -2.138], [-1.304, -1.240, -0.037], [2.768, -2.242, -2.463], [-2.019, -1.706, -0.629], [1.039, 2.539, 0.849], [0.098, 2.097, -1.433], [1.707, 0.218, 1.032], [0.505, -0.679, 2.157]]
}

***

(5)
{
  "formula": "C4H8O3",
  "method": "ωB97M-V/def2-TZVPD",
  "fmax_ev_per_a": 1.56,
  "smiles": "O=CCCC=O.O",
  "lumo_ev": 0.65,
  "charge": 0,
  "homo_ev": -10.099,
  "species": ["O", "H", "C", "C", "H", "O", "C", "H", "H", "O", "C", "H", "H", "H", "H"],
  "coordinates": [[-3.435, -1.688, -0.450], [-1.329, -0.568, 1.663], [-2.700, -0.919, 0.108], [0.538, -0.705, 0.029], [-2.040, -2.269, 1.554], [0.654, -0.108, -1.012], [-1.602, -1.419, 1.038], [1.037, -0.339, 0.951], [4.731, 5.129, -1.758], [4.323, 5.071, -0.880], [-0.405, -1.885, 0.156], [0.152, -2.686, 0.648], [3.670, 4.397, -1.147], [-0.758, -2.164, -0.831], [-2.837, 0.153, -0.069]]
}

***

(6)
{
  "formula": "H80O40",
  "method": "ωB97M-V/def2-TZVPD",
  "fmax_ev_per_a": 4.13,
  "lumo_ev": -0.72,
  "charge": 0,
  "homo_ev": -10.311,
  "species": ["H", "H", "O", "O", "O", "H", "H", "H", "H", "H", "H", "O", "O", "O", "H", "H", "H", "H", "H", "O", "O", "H", "H", "H", "O", "H", "H", "O", "H", "H", "H", "O", "H", "O", "H", "H", "O", "H", "H", "H", "H", "O", "H", "H", "O", "H", "O", "H", "H", "H", "H", "O", "H", "H", "H", "O", "H", "O", "O", "H", "H", "H", "O", "H", "H", "H", "H", "H", "H", "H", "O", "H", "H", "H", "H", "O", "O", "O", "H", "O", "H", "H", "H", "H", "H", "O", "H", "O", "H", "H", "H", "H", "O", "H", "O", "O", "H", "H", "O", "O", "H", "O", "H", "O", "O", "H", "H", "O", "H", "O", "H", "H", "H", "O", "H", "O", "H", "H", "H", "H"],
  "coordinates": [[3.979, -2.718, 1.885], [0.181, 5.067, 1.896], [4.331, 1.916, -0.892], [3.546, 0.309, 4.075], [4.584, 2.606, 2.474], [4.486, 1.852, -1.866], [2.009, 3.794, 3.814], [-2.308, 1.345, 5.345], [-1.478, -1.273, -0.475], [-1.684, -3.500, -4.863], [-0.913, -1.744, -4.091], [-4.970, 2.744, -2.904], [1.593, 0.193, -2.934], [-0.487, -0.071, -6.125], [-1.972, -5.953, 2.586], [4.300, 2.849, -0.640], [4.636, -3.155, -2.855], [-0.096, -2.172, 6.646], [2.233, -0.076, -0.986], [-1.710, -1.950, -3.568], [-2.114, 2.620, 1.400], [-4.849, 0.667, 0.971], [1.835, 3.634, 0.374], [2.774, 1.192, -0.133], [1.447, 4.196, 4.468], [-0.517, 2.196, -0.897], [1.412, 2.127, -3.258], [4.265, -2.356, -3.258], [4.608, -1.624, -2.707], [1.422, 5.111, 4.204], [-1.472, -0.265, -6.011], [1.408, -6.192, 1.948], [-3.285, -0.619, -4.183], [-4.864, 1.562, 1.330], [3.683, 0.999, 3.387], [0.914, 0.371, -3.622], [1.813, -3.512, -0.462], [-1.434, 3.954, -4.391], [-0.748, 5.219, -3.628], [1.136, 0.918, -2.464], [-1.074, -4.646, 2.188], [4.729, -3.291, 2.087], [-1.882, 2.381, 0.457], [-1.930, 0.190, -4.353], [0.614, -0.258, 4.154], [4.866, 2.057, -3.798], [0.808, 2.898, -3.175], [-4.300, 2.207, -3.316], [4.494, -4.227, 2.213], [-1.538, -2.110, 1.460], [-5.010, 2.452, -1.987], [-3.481, 3.004, 3.702], [-2.284, -0.423, 1.340], [-1.780, 0.075, 4.675], [1.965, -2.879, 0.228], [5.025, 1.201, -3.349], [0.097, -4.697, -0.717], [1.777, -2.353, -4.276], [-1.208, -5.608, 2.159], [2.385, -2.411, 4.332], [-0.544, -2.993, 0.513], [3.592, 0.989, 4.776], [-5.178, -0.595, -2.530], [1.947, 4.697, -0.812], [-3.026, -3.550, -1.833], [2.228, -3.238, -1.300], [-1.327, 0.995, -1.316], [0.875, -0.428, 3.233], [-5.646, 0.233, -2.308], [0.518, -6.374, 1.521], [2.631, -2.348, 5.227], [-4.286, 2.527, 3.502], [-5.439, -1.455, -2.747], [4.845, 3.547, 2.452], [1.496, 1.790, 2.453], [-0.405, -1.284, 6.743], [0.042, 5.677, 1.146], [1.992, 0.644, -0.372], [-0.301, -0.832, 5.913], [-2.816, 0.060, -4.642], [2.577, -2.297, -3.757], [0.389, -4.259, -2.240], [1.663, -1.678, -4.915], [-0.015, 2.382, 2.148], [1.630, -0.161, 0.983], [-0.243, -4.614, -1.594], [-0.506, 4.761, -0.249], [-1.378, 4.527, -3.649], [-1.394, -1.988, -2.650], [-1.230, 3.978, -1.410], [-3.837, 3.885, 3.736], [4.818, 2.225, 1.618], [-0.920, -1.922, -0.943], [-1.738, 1.097, 1.683], [0.922, 2.482, 2.095], [-0.388, 4.263, -1.079], [-2.986, 2.170, 1.410], [-5.413, 1.549, 2.126], [-3.920, -3.889, -1.945], [-1.427, 1.920, -1.175], [4.188, 0.711, -3.571], [1.229, -0.835, 1.571], [-3.521, -0.525, 3.608], [-1.053, -2.915, 1.332], [-1.498, 0.141, 1.388], [3.605, -2.353, 5.184], [-0.539, -3.960, -5.626], [2.397, 3.970, -0.338], [0.760, 3.115, -2.152], [-3.994, -0.872, 2.825], [1.727, -5.781, 1.138], [0.299, -0.869, 1.364], [-0.416, 6.369, 1.632], [-1.493, -3.886, -5.714], [1.349, -0.401, 4.779], [-2.403, 0.401, 5.334], [-0.092, -1.532, -0.757], [-0.170, -0.527, -6.897], [-4.154, -1.719, 3.340], [-3.993, -4.848, -1.867]]
}

***

(7)
{
  "formula": "C6H9FO",
  "method": "ωB97M-V/def2-TZVPD",
  "fmax_ev_per_a": 2.63,
  "smiles": "O[C@@H]1C[C@@H]2C[C@@H]2[C@@H]1F",
  "lumo_ev": 0.99,
  "charge": 0,
  "homo_ev": -9.981,
  "species": ["C", "C", "H", "C", "H", "H", "C", "H", "H", "C", "C", "H", "O", "H", "F", "H", "H"],
  "coordinates": [[1.096, 0.762, 0.081], [-0.230, 1.203, -0.418], [-0.384, 0.986, -1.510], [-0.537, -1.010, 0.575], [1.510, -0.891, 1.555], [2.809, -0.534, -0.605], [1.713, -0.472, -0.607], [-0.992, -1.520, 1.436], [1.779, 1.461, 0.522], [-1.264, 0.344, 0.392], [0.951, -0.623, 0.665], [-1.418, 0.858, 1.355], [-2.550, 0.180, -0.179], [1.235, -0.778, -1.516], [-0.771, -1.785, -0.539], [-0.519, 2.288, -0.303], [-2.428, -0.469, -0.904]]
}

***

Question: What is the formula in the seventh record?
Answer: C6H9FO